19
Properties=species:S:1:pos:R:3:forces:R:3:lowdin_spin:R:1 method="wB97M-V/def2-TZVPD" orbital_gap_ha="0.23487 / 0.23419" e_homo_ev="-6.9294 / -6.9918" s2=6.014 spin_multiplicity=5
H -1.1279 -0.6865 1.8100 -0.145 -0.099 -0.177 0.003
O -1.8185 0.1860 0.0577 -0.532 -0.268 -0.419 0.049
Cr -0.0615 0.9855 -0.1490 1.044 0.517 0.388 3.808
H 2.5291 -1.7046 0.2369 0.021 0.238 -0.166 0.000
C 2.1085 -0.7892 -0.2078 0.833 -0.369 -0.103 0.006
O 1.7173 1.5706 0.2018 -0.492 -0.195 -0.363 0.048
H -0.0164 -2.5760 0.6960 -0.313 0.098 -0.185 0.001
H 2.4090 -0.6824 -1.2628 0.206 -0.216 0.297 0.001
H -3.7734 -0.4017 -0.1915 0.260 0.263 0.079 0.001
H -3.3227 1.1924 -0.8865 0.029 -0.079 0.189 0.001
H -3.5236 1.0055 0.8886 0.031 -0.141 -0.204 0.001
C -0.4294 -1.7517 0.0978 -0.762 -1.112 0.313 0.012
H 3.5758 0.6584 0.3681 -0.266 0.050 0.035 -0.001
C -3.1840 0.5130 -0.0346 -0.620 0.056 -0.074 0.007
C -1.5008 -1.0494 0.8326 0.600 -0.363 0.399 0.027
O 0.7013 -0.8501 -0.2167 -0.517 2.109 -0.517 0.024
H 2.4160 0.2597 1.6498 -0.035 0.079 -0.265 0.002
C 2.5014 0.4767 0.5644 0.627 -0.416 0.383 0.010
H -0.7418 -2.0786 -0.9059 0.032 -0.153 0.390 0.001

---

20
Properties=species:S:1:pos:R:3:forces:R:3:lowdin_charge:R:1 method="wB97M-V/def2-TZVPD" orbital_gap_ha=0.40034 e_homo_ev=-10.1584
C -1.5160 0.2732 1.3150 -0.025 -0.144 -0.096 -0.064
H -2.5238 -0.0297 1.5892 -0.083 -0.003 0.060 0.081
H 4.1384 -1.6632 0.4949 0.016 0.009 0.170 0.041
H -1.3623 -1.3549 -0.0860 0.084 0.108 -0.014 0.137
C 0.9731 1.2012 -0.0811 0.602 -0.046 -0.024 -0.561
N 0.8498 -1.0496 -1.0275 0.221 -0.740 -0.383 0.208
H 1.8348 -0.9357 -1.2552 -0.033 0.363 0.145 0.059
H -1.9780 1.4507 -1.1312 -0.019 0.110 -0.029 0.076
H -1.7761 0.0075 -2.1345 -0.032 -0.022 -0.127 0.082
C 0.2619 -0.1139 -0.4473 -0.177 0.500 0.277 -0.268
F 2.0023 1.4419 -0.9086 0.012 -0.078 -0.100 0.136
O 3.2662 -2.0122 0.2958 0.005 -0.033 -0.202 -0.054
C -2.0665 0.3673 -1.1512 0.082 -0.138 0.133 -0.057
C -1.1872 -0.2754 -0.0729 -0.218 0.231 0.030 -0.370
F 1.5002 1.1287 1.1610 -0.177 -0.093 0.044 0.133
H -1.4754 1.3598 1.3344 0.007 0.052 0.054 0.076
H 2.7926 -2.0737 1.1305 0.085 0.051 0.028 0.041
H -0.8268 -0.1172 2.0606 0.011 -0.004 0.134 0.081
F 0.1981 2.2948 -0.1087 -0.207 -0.155 -0.092 0.142
H -3.1053 0.1003 -0.9773 -0.153 0.031 -0.007 0.079

---

Calculated total energy
In order: -39906.7424; -17037.4595
Unit: eV
Molecular weight
In order: 170.13; 157.14
Unit: g/mol
ΔE to the lowest compared entry with this formula, charge and spin
In order: 184.8; 0.0
Unit: kJ/mol